The following is a quantum chemistry calculation of an isolated molecule of C4H6N2 at a distorted geometry, from the OMol25 dataset.

Calculated values
M = 82.106 g/mol
Frontier orbital gap = 0.34335 Ha
Energy above the lowest of the compared OMol25 structures with the same formula, charge and spin = 2.092 eV
E_LUMO = 0.03298 hartree
Charge = 0

Positions of all 12 atoms, in Å:
C -1.776 0.066 0.047
C -0.301 0.254 -0.235
C 0.733 1.308 -0.066
N 1.923 0.590 0.071
C 1.811 -0.634 0.056
N 0.487 -0.931 0.008
H -2.238 1.045 0.471
H -2.376 -0.340 -0.772
H -2.070 -0.683 0.732
H 1.003 2.402 0.028
H 2.633 -1.268 -0.268
H 0.170 -1.811 -0.072



The following is a quantum chemistry calculation of a cluster of 2 separate species, C3H9NS2 in total, from the OMol25 dataset.

Calculated values
M = 123.246 g/mol
Frontier orbital gap = 0.30256 Ha
Energy above the lowest of the compared OMol25 structures with the same formula, charge and spin = 1.040 eV
E_LUMO = 0.01637 hartree
Charge = 0

Positions of all 15 atoms, in Å:
C -3.011 1.250 0.360
C -1.815 1.510 -0.156
N -0.673 1.798 0.547
H -3.242 1.116 1.409
H -3.870 1.133 -0.278
H -1.613 1.335 -1.212
H -0.697 1.952 1.538
H 0.220 1.836 0.097
C 2.244 -2.118 -1.189
S 1.305 -0.707 -0.486
S 1.304 -1.086 1.542
H 2.466 -2.787 -0.370
H 3.153 -1.724 -1.627
H 1.609 -2.539 -1.957
H 2.621 -0.970 1.782